(1)
This record from the OMol25 dataset describes 8 unconnected molecules or ions with the total composition C47H131N22O7P7 at a distorted geometry. The level of theory is ωB97M-V/def2-TZVPD.

```
214
C47H131N22O7P7, DFT ωB97M-V/def2-TZVPD
C 0.4648 -2.0458 7.6084
N 0.3650 -0.7663 8.2178
C 0.5981 -0.8105 9.6780
P 0.7613 0.6816 7.5719
O 0.6999 1.7489 8.6253
N 2.2876 0.7029 6.8388
C 2.5823 -0.0841 5.5889
C 3.1766 1.8379 6.9891
N -0.2919 0.7143 6.2378
C -0.2090 1.8693 5.3750
C -1.6973 0.3480 6.5390
H 0.6580 -1.8838 6.5948
H -0.5503 -2.5102 7.6184
H 1.1555 -2.7648 8.1665
H 0.4788 -1.8526 10.0157
H -0.0908 -0.1334 10.1597
H 1.5415 -0.4201 10.0036
H 1.7476 -0.7374 5.2578
H 2.6847 0.6007 4.7431
H 3.4731 -0.6870 5.6904
H 3.3862 2.2219 5.9539
H 2.6383 2.5806 7.6228
H 4.1177 1.5402 7.4981
H -0.8439 2.7234 5.6233
H 0.8328 2.1576 5.3003
H -0.4371 1.5121 4.4049
H -2.2631 0.3344 5.5668
H -2.2379 1.0877 7.1924
H -1.6883 -0.6385 6.9726
C -1.0837 3.9366 -1.5120
N -0.9532 2.7013 -2.2153
C 0.3073 2.0635 -1.8343
P -2.1221 1.8060 -2.9562
O -2.4718 0.5319 -2.2606
N -3.4132 2.9265 -3.1063
C -3.3974 3.9517 -4.0818
C -4.7759 2.6259 -2.6485
N -1.5520 1.3982 -4.4761
C -0.5492 2.1697 -5.1652
C -2.3778 0.5830 -5.3283
H -0.2992 4.6372 -1.7792
H -0.9747 3.7744 -0.3621
H -2.0377 4.4290 -1.7263
H 0.5686 1.2959 -2.5670
H 0.2696 1.6563 -0.8241
H 1.0863 2.8431 -1.9823
H -3.9504 4.8242 -3.6699
H -2.3435 4.2587 -4.4683
H -3.8244 3.7275 -5.1303
H -4.6660 2.1417 -1.6940
H -5.2319 3.5838 -2.5416
H -5.4027 2.0334 -3.3041
H 0.0903 1.5744 -5.8205
H -0.9044 2.9655 -5.9154
H 0.0477 2.7318 -4.3998
H -3.3521 1.0960 -5.6816
H -2.5939 -0.3869 -4.8727
H -1.8373 0.3946 -6.2694
C -4.1463 1.6803 3.4248
N -4.8324 1.9018 2.1838
C -3.9569 2.0299 1.0650
P -6.3716 2.4457 1.8033
O -6.8399 1.8276 0.5185
N -7.4543 2.0891 3.0193
C -7.4045 2.7366 4.3141
C -7.8077 0.6238 3.0652
N -6.3057 4.1536 1.8767
C -7.5632 4.8854 1.7337
C -5.2947 4.9097 1.0612
H -4.7436 1.1461 4.2066
H -3.6036 2.5377 3.8552
H -3.3350 1.0040 3.1583
H -4.3586 2.6000 0.2980
H -3.6653 0.9693 0.7132
H -3.0591 2.5900 1.2952
H -6.7727 2.1209 4.9438
H -6.9364 3.7735 4.2612
H -8.3584 2.7686 4.6938
H -7.0520 0.0248 3.6199
H -8.6656 0.6521 3.7507
H -7.9995 0.3466 2.0462
H -7.8055 5.0806 0.6107
H -8.3798 4.2647 2.0915
H -7.4998 5.8233 2.2020
H -5.4859 4.8212 -0.0061
H -4.2934 4.5195 1.2664
H -5.3804 6.0015 1.3993
C 3.7290 1.5807 -1.7675
N 3.6485 2.0459 -0.3784
C 4.2401 1.1228 0.5466
P 3.6673 3.6785 -0.0678
O 2.7787 4.3795 -0.9901
N 3.3390 4.1342 1.5276
C 1.9938 3.9002 1.9329
C 4.3752 4.0941 2.6141
N 5.2224 4.2618 -0.2414
C 5.5340 5.6911 0.0286
C 6.3519 3.5016 -0.8634
H 3.3273 2.3194 -2.4561
H 3.0925 0.6190 -1.9656
H 4.7254 1.3351 -2.0709
H 3.8096 0.1691 0.2151
H 3.8827 1.2432 1.5628
H 5.3526 1.0553 0.5169
H 1.1910 4.2168 1.2687
H 1.8203 2.8656 2.1922
H 1.8866 4.5150 2.8430
H 5.3063 3.6222 2.2191
H 4.5849 5.1117 2.9472
H 4.1092 3.2822 3.3206
H 4.6766 6.2814 -0.1831
H 5.9364 5.7261 1.0082
H 6.2476 6.0635 -0.7298
H 6.0517 2.5100 -1.2481
H 6.9820 3.2854 -0.0188
H 6.7487 4.0971 -1.6743
C 4.0213 -3.7853 -6.0713
N 2.9024 -3.2416 -6.8098
C 3.1680 -3.2571 -8.2511
P 2.1879 -1.8882 -6.0707
O 2.9715 -0.6521 -5.8085
N 0.7986 -1.5634 -6.9739
C 0.7320 -0.3759 -7.8321
C -0.1096 -2.5908 -7.5496
N 1.6471 -2.4887 -4.5899
C 0.8478 -3.6670 -4.5574
C 1.2827 -1.4890 -3.5891
H 3.9970 -4.8374 -6.1861
H 3.8892 -3.6460 -5.0449
H 4.9891 -3.3642 -6.4323
H 2.4613 -2.6350 -8.7754
H 3.1347 -4.2220 -8.6465
H 4.1361 -2.8705 -8.4153
H 1.3838 0.3768 -7.4411
H 1.0125 -0.6014 -8.8904
H -0.2847 -0.0089 -7.9937
H -0.0351 -3.5835 -7.1377
H -1.1430 -2.3362 -7.2707
H 0.0174 -2.6620 -8.6131
H 1.1429 -4.4641 -5.2673
H 0.8835 -4.0092 -3.5351
H -0.1817 -3.3248 -4.8653
H 2.1554 -0.8362 -3.4117
H 1.0938 -2.0635 -2.6942
H 0.3996 -0.9001 -3.8601
C 5.6136 -5.0994 -1.1902
N 4.4357 -4.2531 -1.0959
C 3.2695 -4.6648 -1.9177
P 4.6839 -2.7066 -0.6119
O 3.5588 -1.8581 -1.0981
N 4.9532 -2.9724 1.0320
C 3.9987 -3.8983 1.7557
C 5.6128 -1.9584 1.9157
N 6.1754 -2.1568 -1.1631
C 7.3992 -2.4683 -0.4591
C 6.2655 -1.3397 -2.3586
H 6.3091 -4.8928 -0.3104
H 6.1971 -5.0342 -2.1473
H 5.4123 -6.1196 -0.9802
H 3.0011 -5.6079 -1.5775
H 3.5716 -4.7066 -2.9427
H 2.5026 -3.9037 -1.8296
H 3.7672 -4.7755 1.1858
H 4.4740 -4.1460 2.7101
H 3.1191 -3.4253 2.1584
H 5.9540 -1.1253 1.2759
H 4.8529 -1.5229 2.5846
H 6.4286 -2.3021 2.4581
H 7.9897 -3.2087 -1.1029
H 8.0047 -1.5908 -0.4013
H 7.2025 -2.9322 0.4817
H 5.2847 -1.2669 -2.8476
H 7.0246 -1.7956 -2.9290
H 6.4808 -0.3032 -2.1192
C -6.7522 -2.3092 0.2101
N -5.4446 -2.4276 -0.4338
C -5.1644 -1.3786 -1.3614
P -4.2912 -3.5789 -0.0668
O -4.8614 -4.9210 0.3015
N -3.3415 -3.7451 -1.3992
C -3.6716 -4.7978 -2.4297
C -2.3502 -2.7824 -1.8515
N -3.3747 -2.7473 1.1098
C -2.2746 -3.4583 1.6970
C -4.1995 -2.0126 2.1580
H -6.9003 -3.1617 0.8804
H -7.5330 -2.4929 -0.5598
H -6.9685 -1.3653 0.7395
H -6.0356 -0.6956 -1.3822
H -4.9985 -1.8685 -2.3227
H -4.3459 -0.7279 -1.1134
H -2.8362 -5.4602 -2.4938
H -4.5316 -5.3047 -2.2331
H -3.7330 -4.3365 -3.4082
H -2.6934 -2.2922 -2.8064
H -2.3055 -2.0097 -1.0747
H -1.4059 -3.3454 -1.9747
H -1.5415 -3.6107 0.8715
H -1.8390 -2.7996 2.4766
H -2.5557 -4.4033 2.1743
H -4.6476 -2.6449 2.9536
H -4.9960 -1.4630 1.7072
H -3.4946 -1.3910 2.6331
C 1.0321 -1.3977 1.0424
C 0.0127 -0.7955 0.3893
C -1.0200 -0.1105 1.0019
N -1.0239 -0.0641 2.3380
C -0.0771 -0.6912 3.0313
C 0.9885 -1.4592 2.4549
H 1.7124 -1.9613 0.4288
H -0.0006 -0.9634 -0.7071
H -1.8824 0.2336 0.3901
H -0.1960 -0.8482 4.0479
H 1.6633 -2.0264 3.0676
```

Output
- SMILES: CN(C)P(=O)(N(C)C)N(C)C.CN(C)P(=O)(N(C)C)N(C)C.CN(C)P(=O)(N(C)C)N(C)C.CN(C)P(=O)(N(C)C)N(C)C.CN(C)P(=O)(N(C)C)N(C)C.CN(C)P(=O)(N(C)C)N(C)C.CN(C)P(=O)(N(C)C)N(C)C.c1ccncc1
- Spin multiplicity: 1
- Highest occupied orbital energy: -7.994 eV
- Max |F|: 3.69 eV Å⁻¹
- LUMO level: 0.0107 Eh
- Frontier orbital gap: 0.304 Eh

(2)
This record from the OMol25 dataset describes a molecular structure, C47H26F25GeN5O4PtS2 at a distorted geometry. The level of theory is ωB97M-V/def2-TZVPD.

```
111
C47H26F25GeN5O4PtS2, DFT ωB97M-V/def2-TZVPD
Pt -0.7720 1.1217 1.1191
C -2.7104 3.0596 2.2119
N -1.2638 2.8786 2.4936
C -1.0162 2.5448 3.9612
C 0.4453 2.1198 4.3111
N 0.9431 1.0095 3.5828
C 2.2253 0.7082 3.6335
C 2.6313 -0.7133 3.5027
F 1.6851 -1.5961 3.9217
C 3.8583 -1.1530 3.0404
F 4.0220 -2.4492 2.8597
C 4.9300 -0.2395 2.9219
F 5.9984 -0.5460 2.1562
C 4.6466 1.1117 3.2951
F 5.6116 2.0455 3.2618
C 3.3998 1.5344 3.6601
F 3.3254 2.8504 4.0529
C -0.4438 4.0206 1.8892
C 0.5177 3.6095 0.7561
N -0.1145 2.5274 -0.0614
C -0.1341 2.6439 -1.4031
C -1.2460 2.2420 -2.1245
F -2.4030 2.1122 -1.4570
C -1.1486 1.9309 -3.4701
F -2.1578 1.4523 -4.2591
C 0.1511 2.0704 -4.1579
F 0.3825 1.6327 -5.4327
C 1.1291 2.7676 -3.5281
F 2.1731 3.2132 -4.2625
C 1.0113 3.2805 -2.1390
F 0.6692 4.6655 -2.3206
H -3.2069 3.8540 2.8059
H -2.8885 3.3799 1.1886
H -3.1993 2.0651 2.3124
H -1.2245 3.4985 4.5002
H -1.6936 1.7260 4.2949
H 1.1093 2.9748 4.0553
H 0.3999 2.0316 5.4145
H -1.1364 4.7675 1.5034
H 0.1577 4.4322 2.6288
H 0.8188 4.4580 0.1566
H 1.4250 3.1131 1.1863
C 5.8699 3.2599 -6.1156
C 5.4653 2.8201 -4.7351
C 4.6840 1.6205 -4.6174
C 4.1052 1.3716 -3.4406
C 4.3362 2.1927 -2.3308
C 5.2036 3.2920 -2.4168
C 5.7732 3.6187 -3.6201
S 3.1345 2.0726 -1.0399
O 3.7244 2.3126 0.2225
O 2.2206 3.4010 -1.3759
O 2.2183 0.9746 -1.1357
H 6.7897 2.7802 -6.4975
H 5.9826 4.3726 -6.1353
H 5.0727 2.9881 -6.8175
H 4.5774 0.9842 -5.5034
H 3.4456 0.5229 -3.4393
H 5.5070 3.8281 -1.4927
H 6.4265 4.4360 -3.6135
N -1.6552 -0.1913 2.4489
C -1.7764 -1.0894 3.2190
N -2.0615 -2.0937 4.0232
C -0.9726 -2.9560 4.5560
C -1.5215 -4.2999 5.0444
O -2.5651 -4.1449 5.9654
C -3.7115 -3.3970 5.4918
C -3.3815 -2.1835 4.6508
H -0.5068 -2.4914 5.4249
H -0.2602 -3.0900 3.7412
H -0.6764 -4.7802 5.6080
H -1.8165 -4.9340 4.2158
H -4.2769 -3.0190 6.3372
H -4.4145 -4.0760 4.9595
H -3.5977 -1.2760 5.3060
H -4.1046 -2.0399 3.8297
F -1.9459 -4.1034 -3.0790
C -0.7763 -3.4951 -3.3157
C -0.5408 -2.2219 -2.7894
C 0.4954 -1.6004 -3.4621
F 1.0131 -0.4304 -3.0130
C 1.2517 -2.0743 -4.5646
F 2.1874 -1.3243 -5.1580
C 1.0764 -3.3592 -4.9017
F 1.9029 -3.9952 -5.7713
C 0.0722 -4.1125 -4.2241
F -0.0996 -5.3690 -4.6815
Ge -1.5435 -1.7286 -1.1539
S 0.0149 -0.5508 -0.1505
C -3.2242 -0.7289 -1.6564
C -3.7420 -0.7587 -2.9316
F -3.1039 -1.3860 -3.9414
C -4.9951 -0.1699 -3.2009
F -5.4735 -0.3610 -4.4261
C -5.7507 0.5032 -2.1965
F -6.9694 1.0299 -2.3958
C -5.1496 0.5933 -0.9098
F -5.7613 1.2902 0.0762
C -3.9774 -0.0751 -0.6531
F -3.5799 -0.1363 0.6256
C -1.9353 -3.4542 -0.1841
C -3.1361 -3.7296 0.5092
F -4.1044 -2.7401 0.6737
C -3.4648 -4.9894 1.0010
F -4.6782 -5.2853 1.5329
C -2.4986 -5.9834 1.0074
F -2.8885 -7.1995 1.5420
C -1.3754 -5.8345 0.2084
F -0.4729 -6.8120 -0.0176
C -1.0994 -4.5655 -0.3059
F 0.1271 -4.3843 -0.8718
```

Output
- Spin multiplicity: 5
- Highest occupied orbital energy (spin up / spin down): -5.239 / -7.779 eV
- Max |F|: 4.48 eV Å⁻¹
- LUMO level (spin up / spin down): -0.0094 / -0.0855 Eh
- Frontier orbital gap (spin up / spin down): 0.183 / 0.200 Eh
- Expectation value of S²: 6.110
- Relative energy (zero: lowest compared OMol25 entry of this formula, charge and spin): 36.7 kJ/mol

> Which of these has the highest spin multiplicity?

C47H26F25GeN5O4PtS2